A structure of composition C3H4O4Sc, computed with ωB97M-V/def2-TZVPD.

Each line ends with the Mulliken charge.
Atoms and positions in Å:
C  0.4911  -0.4100  1.6119  -0.17
C  -0.1929  -0.4467  0.3801  0.02
O  0.6943  -0.4657  -0.7442  -0.29
C  0.3807  0.2456  -1.8149  1.01
O  -0.8199  0.2258  -2.2337  -0.57
O  1.0187  1.3085  -2.0972  -0.67
O  0.0975  -1.4032  2.5204  -0.42
Sc  -0.8038  2.3875  -2.3261  1.11
H  1.5869  -0.3452  1.5385  0.34
H  -0.9086  1.2444  -0.1285  0.03
H  -0.6296  -1.0750  3.0515  0.35
H  -0.9145  -1.2661  0.2422  0.26

Computed properties:
**Max |F|**: 4.09 eV/Å
**LUMO (spin up / spin down)**: -6.13 / -5.54 eV
**Relative energy (zero: lowest compared OMol25 entry of this formula, charge and spin)**: 98.2 kcal/mol
**Charge**: +1
**E_HOMO (spin up / spin down)**: -12.181 / -12.790 eV

***

A structure of composition C3H4O4Sm, computed with ωB97M-V/def2-TZVPD.

Each line ends with the Mulliken spin population.
Atoms and positions in Å:
Sm  -2.7764  -2.4145  -1.7305  6.06
O  -2.2464  -0.5539  -0.2317  -0.02
O  0.0501  -0.6982  1.2706  0.00
C  0.9063  0.3880  1.2085  0.00
C  0.8763  0.8998  -0.2337  0.00
O  -0.4788  0.7482  -0.6672  0.00
C  -0.9533  -0.5132  -0.4491  -0.03
H  0.5604  1.2161  1.8674  0.00
H  1.9596  0.1265  1.4502  0.00
H  1.5070  0.2685  -0.8772  0.00
H  1.1271  1.9652  -0.3118  0.00
O  -0.5318  -1.4324  -1.2955  -0.01

Computed properties:
**Max |F|**: 4.21 eV/Å
**LUMO (spin up / spin down)**: -2.14 / -2.08 eV
**2S+1**: 7
**Relative energy (zero: lowest compared OMol25 entry of this formula, charge and spin)**: 25.6 kcal/mol
**E_HOMO (spin up / spin down)**: -6.755 / -6.762 eV

***

The molecule C3H4OS, computed with ωB97M-V/def2-TZVPD.

Each line ends with the Mulliken charge.
Atoms and positions in Å:
C  0.1072  1.2285  0.6044  -0.53
O  0.0751  0.5437  -0.5039  -0.32
C  0.4584  -1.0592  -0.4628  -0.37
C  -0.7033  -1.7539  -0.7288  0.31
S  -1.8292  -1.6153  -1.7287  -0.19
H  1.1295  1.0807  1.1314  0.22
H  -0.5260  0.7043  1.3947  0.24
H  -0.1450  2.2330  0.4311  0.25
H  1.4333  -1.3617  -0.1374  0.39

Computed properties:
**Max |F|**: 7.71 eV/Å
**SMILES string**: COC=C=S
**LUMO**: -1.19 eV
**Relative energy (zero: lowest compared OMol25 entry of this formula, charge and spin)**: 100.9 kcal/mol
**E_HOMO**: -8.462 eV

***

The molecule C3H4OS, computed with ωB97M-V/def2-TZVPD.

Each line ends with the Mulliken charge.
Atoms and positions in Å:
C  0.3244  0.3098  0.4919  -0.94
C  -1.0292  -0.1686  0.2112  0.73
O  -1.4706  -1.4091  0.5316  -0.43
C  -1.8740  -0.8356  -0.6773  -0.30
S  -2.5905  0.7085  0.0725  -0.24
H  0.4893  0.0047  1.4977  0.30
H  0.5006  1.3284  0.2415  0.33
H  1.2893  -0.2516  0.0105  0.24
H  -1.5107  -1.2094  -1.6177  0.31

Computed properties:
**Max |F|**: 3.96 eV/Å
**SMILES string**: C[C@]12O[C@H]1S2
**LUMO**: 0.65 eV
**Relative energy (zero: lowest compared OMol25 entry of this formula, charge and spin)**: 78.8 kcal/mol
**E_HOMO**: -8.911 eV

***

The molecule C3H4OS, computed with ωB97M-V/def2-TZVPD.

Each line ends with the Mulliken charge.
Atoms and positions in Å:
C  0.4645  0.7139  0.4719  -0.08
C  0.1394  -0.4329  1.0643  -0.41
C  0.0985  0.6368  -0.9488  -0.69
O  -1.5343  -2.0121  -0.3574  -0.52
S  -0.1605  -1.5284  -0.3473  0.37
H  0.9333  1.5810  0.9176  0.32
H  0.1764  -0.7368  2.0965  0.39
H  -0.9290  0.8495  -1.1931  0.30
H  0.8118  0.9291  -1.7037  0.31

Computed properties:
**Max |F|**: 3.02 eV/Å
**LUMO**: 0.34 eV
**Relative energy (zero: lowest compared OMol25 entry of this formula, charge and spin)**: 55.7 kcal/mol
**E_HOMO**: -8.927 eV

***

A structure of composition C3H4OS, computed with ωB97M-V/def2-TZVPD.

Each line ends with the Mulliken charge.
Atoms and positions in Å:
C  0.9753  -0.1181  -0.0609  0.16
C  0.0966  1.1592  0.0626  -0.34
C  -0.1231  -1.1134  0.0519  -0.29
H  0.0442  2.0276  -0.7259  0.29
H  0.1284  1.6756  1.0743  0.24
H  -0.1315  -1.8440  0.9385  0.28
H  -0.4596  -1.8960  -0.6774  0.25
O  2.1496  -0.0549  -0.0437  -0.43
S  -1.4045  0.0568  -0.0364  -0.16

Computed properties:
**Max |F|**: 5.07 eV/Å
**LUMO**: 0.56 eV
**Relative energy (zero: lowest compared OMol25 entry of this formula, charge and spin)**: 30.9 kcal/mol
**E_HOMO**: -8.841 eV

***

The molecule C3H4OS, computed with ωB97M-V/def2-TZVPD.

Each line ends with the Mulliken charge.
Atoms and positions in Å:
C  -2.2837  0.2973  0.0457  0.33
C  -1.0665  -0.4487  0.0486  0.03
C  0.1718  0.3717  -0.0464  -0.86
O  -2.2511  1.5174  0.1056  -0.53
S  -3.9962  -0.4779  -0.1038  -0.17
H  -1.1269  -1.5871  0.0915  0.35
H  0.8330  0.0772  0.8076  0.29
H  -0.0020  1.3948  0.1164  0.30
H  0.7332  0.2428  -1.0960  0.26

Computed properties:
**Max |F|**: 3.31 eV/Å
**LUMO (spin up / spin down)**: -3.20 / -3.34 eV
**Relative energy (zero: lowest compared OMol25 entry of this formula, charge and spin)**: 85.0 kcal/mol
**E_HOMO (spin up / spin down)**: -8.746 / -8.526 eV

***

The molecule C3H4OS, computed with ωB97M-V/def2-TZVPD.

Each line ends with the Mulliken charge.
Atoms and positions in Å:
C  -0.2940  -0.7627  0.7556  -1.04
C  -0.1039  -0.1229  -0.5972  0.35
S  -0.0068  -1.1965  -1.7967  -0.20
C  0.3079  1.3188  -0.6600  0.05
O  -0.3628  2.3327  -0.7435  -0.43
H  0.6615  -1.2371  1.1028  0.29
H  -0.5489  -0.0904  1.6012  0.32
H  -1.0159  -1.5733  0.9324  0.33
H  1.3630  1.3315  -0.5946  0.32

Computed properties:
**Max |F|**: 2.81 eV/Å
**SMILES string**: CC(=S)C=O
**LUMO**: -0.80 eV
**Relative energy (zero: lowest compared OMol25 entry of this formula, charge and spin)**: 32.1 kcal/mol
**E_HOMO**: -9.090 eV

***

The molecule C3H4OS, computed with ωB97M-V/def2-TZVPD.

Each line ends with the Mulliken charge.
Atoms and positions in Å:
C  1.4364  0.1514  -0.0047  0.13
C  0.1658  0.7640  -0.0914  -0.32
C  0.1654  -0.7230  0.0427  -0.46
O  3.6961  -0.7980  -0.0849  -0.48
S  3.0715  0.4860  0.0384  0.23
H  -0.2258  1.2712  0.8343  0.18
H  0.0428  1.4159  -0.8618  0.31
H  0.0086  -1.5562  -0.7015  0.23
H  -0.3197  -1.1376  0.9743  0.19

Computed properties:
**Max |F|**: 4.64 eV/Å
**LUMO**: -0.20 eV
**Relative energy (zero: lowest compared OMol25 entry of this formula, charge and spin)**: 75.9 kcal/mol
**E_HOMO**: -8.815 eV

***

A cluster of 2 separate species, C3H4OS in total, computed with ωB97M-V/def2-TZVPD.

Each line ends with the Mulliken charge.
Atoms and positions in Å:
C  0.7565  1.0521  2.7365  -0.10
C  0.1407  1.5236  1.7675  -0.09
C  -0.2210  -0.9945  -1.7582  -0.46
O  -0.1960  -0.1019  -0.8211  -0.26
S  -0.9956  2.1462  0.7988  -0.17
H  1.2496  0.3627  3.3667  0.37
H  0.1087  -0.4888  -2.7469  0.21
H  -1.1595  -1.5134  -1.8304  0.26
H  0.3164  -1.9861  -1.5128  0.23

Computed properties:
**Max |F|**: 3.42 eV/Å
**LUMO (spin up / spin down)**: -2.06 / -1.58 eV
**Relative energy (zero: lowest compared OMol25 entry of this formula, charge and spin)**: 129.2 kcal/mol
**E_HOMO (spin up / spin down)**: -8.417 / -8.786 eV

***

The molecule C3H4OS, computed with ωB97M-V/def2-TZVPD.

Each line ends with the Mulliken charge.
Atoms and positions in Å:
C  1.2524  -0.7703  -0.0710  -0.42
C  0.5528  0.3747  0.1418  -0.36
C  -0.8670  0.0585  -0.0586  0.64
O  -1.8555  1.0270  -0.0039  -0.44
S  -1.5497  -1.4364  0.0347  -0.39
H  0.4609  -1.6314  0.0715  0.14
H  2.4057  -1.0089  -0.1690  0.25
H  0.9736  1.4100  0.2681  0.25
H  -1.3731  1.9768  -0.2136  0.33

Computed properties:
**Max |F|**: 5.25 eV/Å
**SMILES string**: C=CC(O)=S
**LUMO**: -0.47 eV
**Relative energy (zero: lowest compared OMol25 entry of this formula, charge and spin)**: 51.9 kcal/mol
**E_HOMO**: -8.560 eV

***

The molecule C3H4OS2, computed with ωB97M-V/def2-TZVPD.

Each line ends with the Mulliken charge.
Atoms and positions in Å:
C  1.0547  -0.4330  0.0913  0.07
C  -0.6129  -0.7977  -0.0027  -0.12
C  -1.5585  0.3190  0.1066  -0.89
O  2.5791  1.5766  -0.6576  -0.46
S  2.4586  -1.4125  -0.0167  -0.18
S  2.3279  0.7003  0.4687  0.35
H  -0.8048  -1.7778  -0.3758  0.38
H  -1.1219  1.1545  0.6523  0.29
H  -2.4655  -0.0097  0.6190  0.31
H  -1.8566  0.6803  -0.8851  0.24

Computed properties:
**Max |F|**: 7.95 eV/Å
**LUMO (spin up / spin down)**: -0.44 / -0.53 eV
**Relative energy (zero: lowest compared OMol25 entry of this formula, charge and spin)**: 101.2 kcal/mol
**E_HOMO (spin up / spin down)**: -8.018 / -8.378 eV

***

The molecule C3H4S, computed with ωB97M-V/def2-TZVPD.

Each line ends with the Mulliken charge.
Atoms and positions in Å:
S  -2.1143  0.3372  0.1027  -0.39
C  0.0345  0.2564  -0.5319  -0.39
C  1.0552  -0.6249  0.0392  -0.15
C  0.9800  0.6030  0.5016  -0.15
H  -2.6118  -0.9779  -0.0329  0.11
H  -0.2873  0.6621  -1.4655  0.35
H  1.4551  -1.6497  0.2853  0.31
H  1.4886  1.3938  1.1015  0.31

Computed properties:
**Max |F|**: 2.63 eV/Å
**SMILES string**: SC1C=C1
**LUMO**: 0.94 eV
**Relative energy (zero: lowest compared OMol25 entry of this formula, charge and spin)**: 59.2 kcal/mol
**E_HOMO**: -8.448 eV

***

A cluster of 2 separate species, C3H4S in total, computed with ωB97M-V/def2-TZVPD.

Each line ends with the Mulliken charge.
Atoms and positions in Å:
C  0.6708  -0.0685  -0.7479  -0.17
C  0.0867  0.8557  -0.2708  -0.60
H  1.0015  -1.0560  -0.9035  0.37
H  -0.2446  1.8521  -0.1192  0.40
C  -0.4992  0.3658  3.1234  -0.32
S  -1.1138  -0.7639  2.1690  -0.17
H  0.6762  0.5409  3.1370  0.23
H  -1.1425  1.0390  3.7404  0.26

Computed properties:
**Max |F|**: 2.58 eV/Å
**SMILES string**: C#C.C=S
**LUMO**: -0.26 eV
**Relative energy (zero: lowest compared OMol25 entry of this formula, charge and spin)**: 53.9 kcal/mol
**E_HOMO**: -8.711 eV

***

A structure of composition C3H4S, computed with ωB97M-V/def2-TZVPD.

Each line ends with the Mulliken charge.
Atoms and positions in Å:
C  0.5225  0.0627  -0.5337  -0.51
C  0.1694  -1.2091  -0.2295  -0.34
C  -0.3701  0.8017  0.3538  -0.47
S  -1.0827  -0.8901  0.9914  -0.15
H  1.1902  0.5999  -1.0943  0.42
H  0.2319  -2.1051  -0.6974  0.43
H  0.3327  1.1828  1.2231  0.21
H  -0.9940  1.5571  -0.0134  0.41

Computed properties:
**Max |F|**: 4.93 eV/Å
**LUMO**: 0.85 eV
**Relative energy (zero: lowest compared OMol25 entry of this formula, charge and spin)**: 18.4 kcal/mol
**E_HOMO**: -8.358 eV

***

The molecule C3H4S, computed with ωB97M-V/def2-TZVPD.

Each line ends with the Mulliken charge.
Atoms and positions in Å:
S  2.5184  0.0354  0.0197  -0.29
C  0.8633  -0.0101  -0.0227  0.19
C  -0.4247  -0.7084  0.0399  -0.40
C  -0.4077  0.7954  -0.0048  -0.48
H  -0.7688  -1.2177  -0.7897  0.24
H  -0.4683  -1.4946  0.8128  0.24
H  -0.5180  1.4765  0.8065  0.25
H  -0.7942  1.1235  -0.8617  0.25

Computed properties:
**Max |F|**: 4.13 eV/Å
**SMILES string**: S=C1CC1
**LUMO**: -0.17 eV
**Relative energy (zero: lowest compared OMol25 entry of this formula, charge and spin)**: 27.9 kcal/mol
**E_HOMO**: -8.409 eV

***

The molecule C3H4S2, computed with ωB97M-V/def2-TZVPD.

Each line ends with the Mulliken charge.
Atoms and positions in Å:
S  2.5312  0.6117  -0.2684  -0.23
C  0.9369  0.7523  -0.2643  -0.21
C  0.1335  -0.4713  -0.4144  -0.26
C  -0.9988  -0.4223  0.5935  -0.33
S  -2.5723  -0.5288  0.3194  -0.21
H  0.4445  1.7291  -0.1214  0.33
H  -0.3078  -0.4652  -1.4400  0.27
H  0.7766  -1.3954  -0.3461  0.30
H  -0.6847  -0.3467  1.6019  0.35

Computed properties:
**Max |F|**: 1.76 eV/Å
**SMILES string**: S=CCC=S
**LUMO**: -0.86 eV
**Relative energy (zero: lowest compared OMol25 entry of this formula, charge and spin)**: 25.1 kcal/mol
**E_HOMO**: -8.857 eV

***

A cluster of 2 separate species, C3H4S2 in total, computed with ωB97M-V/def2-TZVPD.

Each line ends with the Mulliken charge.
Atoms and positions in Å:
C  -1.8953  0.2711  -0.6135  0.16
C  -0.7598  0.0282  -0.2601  -0.43
C  0.5723  -0.1002  0.0402  -0.24
S  1.8314  1.1032  -0.2589  -0.17
S  1.2056  -1.7994  -0.2252  -0.18
H  -2.7734  0.6914  -1.1121  0.40
H  0.2672  0.0311  1.9033  0.14
H  1.5866  2.0618  0.7397  0.17
H  -0.0346  -2.2873  -0.2135  0.15

Computed properties:
**Max |F|**: 5.10 eV/Å
**LUMO (spin up / spin down)**: -0.82 / -0.71 eV
**Relative energy (zero: lowest compared OMol25 entry of this formula, charge and spin)**: 115.9 kcal/mol
**E_HOMO (spin up / spin down)**: -8.690 / -8.416 eV

***

A cluster of 2 separate species, C3H4S3 in total, computed with ωB97M-V/def2-TZVPD.

Each line ends with the Mulliken charge.
Atoms and positions in Å:
C  2.4412  -0.9678  0.2148  0.36
C  -1.2218  0.9191  0.5338  0.00
C  -1.0342  -0.0761  -0.5729  -0.68
S  1.7787  -2.0899  1.1036  -0.17
S  3.2692  0.0650  -0.6196  -0.19
S  0.1019  1.4020  1.2737  -0.25
H  -2.2015  1.6072  0.6817  0.27
H  -1.7481  -0.8893  -0.5752  0.30
H  0.0286  -0.3831  -0.6172  0.05
H  -1.4140  0.4128  -1.4225  0.31

Computed properties:
**Max |F|**: 2.97 eV/Å
**LUMO**: -0.18 eV
**Relative energy (zero: lowest compared OMol25 entry of this formula, charge and spin)**: 34.0 kcal/mol
**E_HOMO**: -8.561 eV

***

A cluster of 2 separate species, C3H4S5 in total, computed with ωB97M-V/def2-TZVPD.

Each line ends with the Mulliken charge.
Atoms and positions in Å:
S  2.3571  0.6431  0.2224  -0.24
C  0.8515  1.4252  0.8348  -0.34
C  -0.0925  0.6387  1.3745  -0.21
S  -1.4385  1.5331  2.0747  -0.23
H  3.3096  1.6592  0.6235  0.14
H  0.9459  2.4480  1.0039  0.40
H  -0.0362  -0.4625  1.5641  0.38
H  -2.4215  0.6748  1.8513  0.10
S  -2.0530  -1.3438  -1.1500  -0.18
C  -1.0349  -2.0398  -2.2139  0.35
S  0.2020  -3.2333  -2.3433  -0.09
S  -0.5893  -1.9427  -3.8419  -0.08

Computed properties:
**Max |F|**: 3.61 eV/Å
**SMILES string**: S/C=C/S.S=C1SS1
**LUMO**: -1.04 eV
**Relative energy (zero: lowest compared OMol25 entry of this formula, charge and spin)**: 47.0 kcal/mol
**E_HOMO**: -8.209 eV